# 1
# C4H7NO2

The molecule C4H7NO2 (wB97M-V/def2-TZVPD, OMol25).

The geometry in ORCA input format:
```
! wB97M-V def2-TZVPD RIJCOSX def2/J DEFGRID3
* xyz 0 1
H -0.484 -1.862 2.050
N 0.012 -0.975 2.111
C 0.289 -0.561 0.953
C 0.049 -1.317 -0.345
O 0.951 0.634 0.867
C 0.649 1.401 -0.274
C -0.828 1.284 -0.642
O -1.677 1.076 0.188
H 0.926 -1.933 -0.555
H -0.841 -1.939 -0.244
H -0.113 -0.716 -1.243
H 0.856 2.445 -0.016
H 1.291 1.136 -1.126
H -1.080 1.328 -1.724
*
```

Results
gap between HOMO and LUMO = 10.591 eV
highest occupied orbital energy = -0.3631 Eh
SMILES = [H]/N=C(\C)OCC=O
energy relative to the best compared isomer or geometry (same formula, charge and spin) = 48.6 kcal per mole

Atomic partial charges in e from the Löwdin method, atoms 1 to 8:
1. H 0.06
2. N 0.17
3. C -0.50
4. C -0.01
5. O -0.03
6. C -0.16
7. C -0.26
8. O 0.08

=====

# 2
# C4H7NO2P

A structure of composition C4H7NO2P in a non-equilibrium geometry (wB97M-V/def2-TZVPD, OMol25).

The geometry in ORCA input format:
```
! wB97M-V def2-TZVPD RIJCOSX def2/J DEFGRID3
* xyz 1 1
C -0.618 -1.591 -0.336
C 0.521 1.539 -0.917
C -1.440 -0.268 -0.682
C -0.104 0.332 -0.298
N 0.440 -0.922 0.004
O 1.675 1.659 -1.082
O -0.422 1.115 1.539
P 2.108 -1.039 0.481
H -0.950 -2.594 -0.304
H -0.237 2.364 -1.110
H -1.713 -0.007 -1.593
H -2.147 -0.135 0.118
H -0.580 2.082 1.373
H 1.909 -2.236 1.088
H 1.557 -0.300 1.719
*
```

Results
gap between HOMO and LUMO = 8.544 eV
highest occupied orbital energy = -0.5412 Eh
energy relative to the best compared isomer or geometry (same formula, charge and spin) = 78.9 kcal per mole

Atomic partial charges in e from the Löwdin method, atoms 1 to 8:
1. C 0.15
2. C -0.23
3. C 0.05
4. C -0.24
5. N -0.30
6. O 0.12
7. O -0.10
8. P 1.03

=====

# 3
# C4H7NO2S

The molecule C4H7NO2S in a non-equilibrium geometry (wB97M-V/def2-TZVPD, OMol25).

The geometry in ORCA input format:
```
! wB97M-V def2-TZVPD RIJCOSX def2/J DEFGRID3
* xyz 0 1
C 1.151 -1.884 0.501
S 1.548 -0.318 -0.487
C 0.450 0.973 -0.020
N 1.186 2.163 -0.239
C -0.876 0.986 0.178
C -1.847 0.014 -0.161
O -3.059 0.169 0.076
O -1.289 -1.020 -0.835
H 0.064 -2.137 0.130
H 1.513 -1.752 1.755
H 1.895 -2.715 0.010
H 0.480 3.025 -0.405
H 2.156 2.256 0.004
H -1.361 1.745 0.729
H -2.011 -1.505 -1.235
*
```

Results
gap between HOMO and LUMO = 9.118 eV
highest occupied orbital energy = -0.3167 Eh
SMILES = CS/C(N)=C\C(=O)O
energy relative to the best compared isomer or geometry (same formula, charge and spin) = 65.0 kcal per mole

Atomic partial charges in e from the Löwdin method, atoms 1 to 8:
1. C -0.39
2. S 0.87
3. C -0.64
4. N 0.00
5. C -0.07
6. C -0.54
7. O 0.06
8. O 0.02

=====

# 4
# C4H7NO2S

The molecule C4H7NO2S in a non-equilibrium geometry (wB97M-V/def2-TZVPD, OMol25).

The geometry in ORCA input format:
```
! wB97M-V def2-TZVPD RIJCOSX def2/J DEFGRID3
* xyz 0 1
S -0.415 0.719 -2.102
C -0.569 -0.808 -1.331
C -0.219 -1.114 0.179
C -1.023 -0.258 0.973
N -0.649 0.904 1.549
O 0.747 1.196 1.388
C 1.373 -0.216 1.534
O 1.283 -0.985 0.367
H -1.479 1.305 -1.368
H -1.574 -1.147 -1.444
H 0.071 -1.468 -1.957
H -0.536 -2.158 0.138
H -2.091 -0.805 1.190
H 0.833 -0.737 2.371
H 2.360 -0.124 1.693
*
```

Results
gap between HOMO and LUMO = 9.667 eV
highest occupied orbital energy = -0.3355 Eh
SMILES = SC[C@@H]1C=NOCO1
energy relative to the best compared isomer or geometry (same formula, charge and spin) = 121.5 kcal per mole

Atomic partial charges in e from the Löwdin method, atoms 1 to 8:
1. S 0.74
2. C -0.62
3. C -0.33
4. C -0.16
5. N 0.06
6. O -0.11
7. C -0.16
8. O -0.06

=====

# 5
# C4H7NO2S

A structure of composition C4H7NO2S in a non-equilibrium geometry (wB97M-V/def2-TZVPD, OMol25).

The geometry in ORCA input format:
```
! wB97M-V def2-TZVPD RIJCOSX def2/J DEFGRID3
* xyz 0 1
C 1.721 1.831 -0.165
C 1.350 0.336 -0.215
C 2.617 -0.523 0.093
C -2.495 -0.678 -0.173
H 1.511 2.395 -1.170
H 1.230 2.327 0.779
H 2.807 1.771 -0.137
H 3.421 -0.358 -0.669
H 2.862 -0.065 1.162
H 1.285 -1.989 0.773
H -1.735 -1.498 -0.506
N 0.191 -0.123 0.025
O 2.275 -1.840 -0.053
O -3.704 -0.474 -0.111
S -1.278 0.687 0.229
*
```

Results
gap between HOMO and LUMO = 9.512 eV
highest occupied orbital energy = -0.3399 Eh
energy relative to the best compared isomer or geometry (same formula, charge and spin) = 110.0 kcal per mole

Atomic partial charges in e from the Löwdin method, atoms 1 to 8:
1. C -0.07
2. C -0.42
3. C -0.32
4. C -0.49
5. H 0.11
6. H 0.11
7. H 0.04
8. H 0.14

=====

# 6
# C4H7NO2S

A structure of composition C4H7NO2S in a non-equilibrium geometry (wB97M-V/def2-TZVPD, OMol25).

The geometry in ORCA input format:
```
! wB97M-V def2-TZVPD RIJCOSX def2/J DEFGRID3
* xyz 0 1
C -1.040 -0.331 -0.911
C 0.090 0.247 0.130
C 1.461 0.568 -0.594
C 0.571 -1.005 0.751
H -2.964 0.462 0.500
H -1.183 0.742 -1.233
H -0.497 -0.838 -1.696
H -0.392 1.016 2.210
H 1.092 0.683 -1.864
H 1.688 1.650 -0.129
H 0.051 -1.472 1.715
N 1.808 -1.574 0.514
O -0.595 1.101 0.954
O 2.436 -0.465 -0.289
S -2.526 -0.784 -0.057
*
```

Results
gap between HOMO and LUMO = 8.722 eV
highest occupied orbital energy = -0.3335 Eh
energy relative to the best compared isomer or geometry (same formula, charge and spin) = 177.1 kcal per mole

Atomic partial charges in e from the Löwdin method, atoms 1 to 8:
1. C -0.51
2. C -0.66
3. C -0.13
4. C -0.13
5. H -0.06
6. H 0.09
7. H 0.09
8. H 0.31

=====

# 7
# C4H7NO2S

A cluster of 2 separate species, C4H7NO2S in total in a non-equilibrium geometry (wB97M-V/def2-TZVPD, OMol25).

The geometry in ORCA input format:
```
! wB97M-V def2-TZVPD RIJCOSX def2/J DEFGRID3
* xyz 0 1
C -0.264 -0.597 0.310
C 1.905 0.866 0.949
C -1.682 0.710 -1.042
C -1.500 0.120 0.389
N 2.871 0.074 0.494
O 1.661 1.882 1.438
O -0.923 -2.999 -0.657
S 0.155 -2.156 -0.088
H -0.920 1.370 -1.080
H -2.663 1.026 -1.102
H -1.581 -0.027 -1.718
H -2.345 -0.478 0.500
H -1.439 0.799 1.146
H 2.861 -0.849 0.080
H 3.864 0.259 0.381
*
```

Results
gap between HOMO and LUMO (alpha / beta) = 7.938 / 7.396 eV
highest occupied orbital energy (alpha / beta) = -0.3092 / -0.3021 Eh
energy relative to the best compared isomer or geometry (same formula, charge and spin) = 142.6 kcal per mole

Atomic partial charges in e from the Löwdin method, atoms 1 to 8:
1. C -0.38
2. C -0.29
3. C -0.05
4. C -0.30
5. N 0.15
6. O 0.17
7. O -0.62
8. S 0.79

=====

# 8
# C4H7NO3

A cluster of 2 separate species, C4H7NO3 in total in a non-equilibrium geometry (wB97M-V/def2-TZVPD, OMol25).

The geometry in ORCA input format:
```
! wB97M-V def2-TZVPD RIJCOSX def2/J DEFGRID3
* xyz 0 1
C -2.050 -0.255 -0.417
O -1.417 0.868 0.113
C -0.107 0.798 0.680
N 0.833 1.526 0.198
O 0.790 2.256 -0.755
O 1.968 1.530 0.943
H -1.736 -0.346 -1.516
H -3.165 -0.177 -0.474
H -1.682 -1.157 0.082
H 0.103 0.209 1.553
H 2.595 2.096 0.579
C 0.900 -2.205 0.236
C 0.930 -1.291 -0.560
H 1.173 -3.020 0.791
H 0.864 -0.832 -1.454
*
```

Results
gap between HOMO and LUMO = 9.316 eV
highest occupied orbital energy = -0.3121 Eh
SMILES = CO/C=[N+](\[O-])O.C#C
energy relative to the best compared isomer or geometry (same formula, charge and spin) = 201.9 kcal per mole

Atomic partial charges in e from the Löwdin method, atoms 1 to 8:
1. C -0.12
2. O -0.11
3. C -0.12
4. N -0.38
5. O 0.03
6. O 0.10
7. H 0.10
8. H 0.10

=====

# 9
# C4H7NO3

A cluster of 2 separate species, C4H7NO3 in total in a non-equilibrium geometry (wB97M-V/def2-TZVPD, OMol25).

The geometry in ORCA input format:
```
! wB97M-V def2-TZVPD RIJCOSX def2/J DEFGRID3
* xyz 0 1
C 1.916 0.038 0.602
N 2.604 0.089 -0.474
O 2.964 1.070 -1.108
O 3.237 -1.034 -0.948
H 1.895 -0.892 1.211
H 1.367 0.888 1.041
H 3.869 -0.700 -1.620
C -0.847 1.957 1.257
C -0.632 0.881 0.777
O -0.852 -0.293 0.222
C -0.955 -0.200 -1.172
H -0.802 2.932 1.728
H -1.671 0.602 -1.476
H -1.511 -1.091 -1.596
H 0.012 0.052 -1.537
*
```

Results
gap between HOMO and LUMO = 9.990 eV
highest occupied orbital energy = -0.3377 Eh
SMILES = C=[N+]([O-])O.C#COC
energy relative to the best compared isomer or geometry (same formula, charge and spin) = 197.7 kcal per mole

Atomic partial charges in e from the Löwdin method, atoms 1 to 8:
1. C 0.06
2. N -0.42
3. O -0.03
4. O 0.05
5. H 0.12
6. H 0.08
7. H 0.13
8. C 0.14

=====

# 10
# C4H7NO3

The molecule C4H7NO3 in a non-equilibrium geometry (wB97M-V/def2-TZVPD, OMol25).

The geometry in ORCA input format:
```
! wB97M-V def2-TZVPD RIJCOSX def2/J DEFGRID3
* xyz 0 1
C -2.005 -0.446 0.801
C -0.994 0.049 -0.189
O -1.442 0.960 -1.119
C 0.299 -0.354 -0.145
O 0.677 -1.527 0.496
C 1.314 0.705 -0.388
N 2.604 0.265 -0.508
O 1.063 1.899 -0.269
H -1.516 -0.747 1.734
H -2.690 0.370 1.060
H -2.584 -1.287 0.416
H -2.390 1.123 -0.986
H 1.611 -1.411 0.747
H 2.792 -0.616 -0.965
H 3.261 1.016 -0.685
*
```

Results
gap between HOMO and LUMO = 8.789 eV
highest occupied orbital energy = -0.2965 Eh
SMILES = C/C(O)=C(\O)C(N)=O
energy relative to the best compared isomer or geometry (same formula, charge and spin) = 46.5 kcal per mole

Atomic partial charges in e from the Löwdin method, atoms 1 to 8:
1. C -0.01
2. C -0.29
3. O 0.06
4. C -0.21
5. O 0.03
6. C -0.48
7. N 0.15
8. O 0.06

=====

# 11
# C4H7NO3

The molecule C4H7NO3 in a non-equilibrium geometry (wB97M-V/def2-TZVPD, OMol25).

The geometry in ORCA input format:
```
! wB97M-V def2-TZVPD RIJCOSX def2/J DEFGRID3
* xyz 0 1
N 2.158 0.152 -0.639
C 1.227 -0.443 0.211
O 1.417 -1.517 0.783
C -0.344 0.304 0.153
C -1.276 -0.635 -0.670
O -1.603 -1.780 0.029
C -0.800 1.357 1.114
O -0.343 1.674 -0.232
H 1.995 1.103 -0.979
H 3.080 -0.211 -0.645
H -0.602 -0.799 -1.535
H -2.184 -0.115 -1.092
H -0.746 -2.303 0.366
H -1.915 1.604 1.214
H -0.065 1.608 1.923
*
```

Results
gap between HOMO and LUMO = 10.449 eV
highest occupied orbital energy = -0.3551 Eh
SMILES = NC(=O)[C@@]1(CO)CO1
energy relative to the best compared isomer or geometry (same formula, charge and spin) = 72.3 kcal per mole

Atomic partial charges in e from the Löwdin method, atoms 1 to 8:
1. N 0.16
2. C -0.37
3. O 0.03
4. C -0.30
5. C -0.23
6. O -0.08
7. C -0.04
8. O -0.07

=====

# 12
# C4H7NO3

The molecule C4H7NO3 in a non-equilibrium geometry (wB97M-V/def2-TZVPD, OMol25).

The geometry in ORCA input format:
```
! wB97M-V def2-TZVPD RIJCOSX def2/J DEFGRID3
* xyz 0 1
C -2.198 0.966 0.904
N -0.915 0.548 0.384
C -0.410 -0.708 0.546
O -0.949 -1.498 1.325
C 0.908 -1.144 -0.125
O 1.032 -0.329 -1.323
C 2.278 0.148 -1.539
O 3.190 0.317 -0.714
H -2.014 1.309 1.923
H -2.935 0.139 0.869
H -2.591 1.818 0.335
H -0.432 1.194 -0.261
H 1.714 -1.012 0.573
H 0.765 -2.206 -0.378
H 2.558 0.457 -2.519
*
```

Results
gap between HOMO and LUMO = 10.560 eV
highest occupied orbital energy = -0.3628 Eh
SMILES = CNC(=O)COC=O
energy relative to the best compared isomer or geometry (same formula, charge and spin) = 34.0 kcal per mole

Atomic partial charges in e from the Löwdin method, atoms 1 to 8:
1. C -0.07
2. N 0.00
3. C -0.45
4. O 0.04
5. C -0.04
6. O -0.03
7. C -0.29
8. O 0.04

=====

> Which of these has the highest energy relative to the best compared isomer or geometry (same formula, charge and spin)?

number 8

=====

> Number 12 is which compound?

C4H7NO3

=====

> Number 12 is which compound?

C4H7NO3

=====

> What is the energy relative to the best compared isomer or geometry (same formula, charge and spin) in the sixth record?

177.1 kcal per mole